(1)
{
  "formula": "C20H18F6NO4PS2W",
  "method": "ωB97M-V/def2-TZVPD",
  "elements": ["W", "C", "C", "C", "C", "C", "H", "H", "H", "H", "H", "C", "P", "C", "C", "C", "C", "C", "C", "C", "C", "C", "C", "C", "C", "H", "H", "H", "H", "H", "H", "H", "H", "H", "H", "H", "H", "H", "F", "C", "F", "F", "S", "O", "O", "N", "S", "O", "O", "C", "F", "F", "F"],
  "coordinates": [[-0.26109, 1.57393, 0.24669], [-1.13491, 3.62669, 1.22181], [-2.05825, 2.56435, 1.39179], [-1.45001, 1.59168, 2.24054], [-0.11214, 1.99118, 2.48024], [0.11229, 3.21214, 1.77132], [-2.16961, 4.90060, 0.23972], [-3.07205, 2.53789, 1.01941], [-1.92632, 0.71070, 2.63648], [0.60796, 1.48940, 3.10711], [1.02665, 3.78801, 1.74640], [1.85725, -0.90406, 1.72140], [0.23814, -0.86015, 0.90553], [-0.96093, -1.68786, 1.96037], [-0.54028, -2.43151, 3.06146], [-1.46873, -3.13046, 3.81991], [-2.81273, -3.10498, 3.47667], [-3.23630, -2.37775, 2.37031], [-2.31555, -1.67038, 1.61651], [0.38010, -1.81625, -0.61572], [1.63706, -2.07732, -1.16548], [1.73631, -2.78320, -2.35398], [0.58948, -3.21822, -3.00385], [-0.66190, -2.95604, -2.46176], [-0.77014, -2.25714, -1.27051], [2.23823, -1.92545, 1.73176], [1.77444, -0.54499, 2.74616], [2.55905, -0.27010, 1.18019], [0.50486, -2.48419, 3.33787], [-1.13555, -3.70196, 4.67536], [-3.53289, -3.65571, 4.06634], [-4.28245, -2.36492, 2.09558], [-2.66009, -1.10685, 0.75430], [2.54089, -1.74799, -0.67170], [2.71174, -3.00066, -2.76804], [0.67204, -3.77162, -3.92955], [-1.55605, -3.30642, -2.95899], [-1.75352, -2.08530, -0.84969], [4.33219, 2.26764, -2.83462], [3.45429, 1.34733, -2.52682], [4.01403, 0.34459, -1.87445], [2.82484, 0.91026, -3.59803], [2.20210, 2.10887, -1.37449], [1.21004, 1.00710, -1.14236], [2.86865, 2.47496, -0.15947], [1.55611, 3.27597, -2.16645], [-0.00409, 3.45380, -2.43379], [-0.83256, 2.66198, -1.37292], [-1.26595, 4.75474, 0.55731], [-0.35628, 2.33800, -3.91696], [-1.63938, 2.46069, -4.19411], [0.38857, 2.76980, -4.90924], [-0.06755, 1.07917, -3.62552]],
  "forces_ev_per_a": [[-0.403, -0.288, -0.130], [-0.038, 0.158, -0.066], [-0.109, -0.225, 0.088], [0.109, 0.141, -0.090], [0.005, 0.017, -0.050], [0.229, -0.042, 0.091], [0.012, -0.001, 0.010], [-0.008, -0.006, 0.014], [-0.049, -0.065, -0.019], [0.009, 0.016, -0.014], [0.016, -0.013, 0.005], [-0.047, 0.001, -0.045], [-0.009, 0.000, 0.052], [0.049, -0.059, -0.011], [0.035, 0.035, 0.038], [-0.062, -0.021, 0.003], [0.063, -0.010, 0.003], [0.001, 0.030, -0.021], [-0.059, 0.095, 0.043], [0.097, 0.075, -0.077], [-0.064, -0.003, -0.010], [0.018, 0.025, 0.032], [-0.044, -0.002, 0.002], [0.022, -0.016, -0.027], [-0.068, 0.024, -0.028], [-0.018, -0.017, 0.009], [-0.011, 0.010, -0.012], [0.014, 0.022, 0.001], [-0.016, 0.016, -0.010], [-0.010, -0.003, 0.000], [0.007, -0.001, 0.006], [0.003, 0.000, 0.004], [-0.019, 0.042, 0.075], [0.021, 0.005, 0.002], [-0.002, -0.002, 0.001], [-0.006, -0.002, 0.002], [0.008, -0.005, -0.011], [0.087, -0.039, -0.064], [0.030, -0.018, 0.006], [-0.169, 0.018, 0.135], [0.049, -0.016, -0.033], [-0.003, -0.026, -0.058], [1.158, 0.470, 0.228], [-0.566, -0.420, 0.447], [-0.235, 0.049, -0.546], [-0.118, 0.119, 0.114], [0.170, 0.260, -0.417], [-0.085, -0.201, 0.246], [-0.022, -0.059, 0.038], [0.089, -0.020, 0.135], [-0.013, -0.006, -0.001], [-0.003, -0.034, -0.021], [-0.043, -0.007, -0.072]],
  "total_charge": 2,
  "fmax_ev_per_a": 1.3,
  "e_tot_ev": -79785.0470,
  "s2": 2.0183,
  "spin_multiplicity": 3,
  "e_above_lowest_kcal_mol": 0.00,
  "orbital_gap_ev": [7.27, 6.68]
}

---

(2)
{
  "formula": "C6H7N4O4",
  "method": "ωB97M-V/def2-TZVPD",
  "elements": ["C", "C", "O", "O", "N", "N", "O", "C", "O", "C", "C", "N", "C", "N", "H", "H", "H", "H", "H", "H", "H"],
  "coordinates": [[-0.89598, -3.02747, 0.34424], [-0.59943, -1.62440, 0.66462], [-1.15360, -0.60238, 0.43128], [0.61976, -1.58165, 1.41482], [0.96835, -0.39259, 1.93869], [1.05777, 0.71131, 1.27471], [1.25288, 1.73794, 1.88397], [1.07008, 0.71887, -0.41891], [1.40841, -0.30793, -0.88186], [0.64432, 1.95763, -0.89657], [0.31868, 2.24986, -2.24472], [-0.05928, 3.50831, -2.34583], [0.01612, 4.03622, -1.13582], [0.41662, 3.14465, -0.22753], [-1.19732, -3.10870, -0.70006], [-0.03509, -3.65572, 0.54876], [-1.74383, -3.35412, 0.95075], [1.06650, -0.36688, 2.96260], [0.33522, 1.59137, -3.09132], [-0.21693, 5.06091, -0.91846], [0.58098, 3.30677, 0.75858]],
  "forces_ev_per_a": [[-0.149, -0.392, -0.193], [-0.268, 0.987, 0.198], [-0.124, -0.325, -0.035], [0.643, -0.369, 0.008], [-0.163, 0.044, 0.381], [-0.039, 0.405, 0.515], [0.075, -0.597, 0.095], [0.102, -0.923, -0.548], [-0.003, 0.487, 0.108], [-0.212, 0.336, -0.770], [0.359, -0.521, 0.847], [-0.278, 0.630, -0.597], [0.017, -0.257, 0.050], [0.011, 0.306, 0.448], [0.054, 0.074, 0.037], [-0.030, -0.079, -0.030], [0.055, 0.050, 0.041], [-0.069, 0.187, -0.374], [0.074, -0.246, -0.092], [-0.012, 0.154, 0.220], [-0.043, 0.047, -0.311]],
  "total_charge": 1,
  "fmax_ev_per_a": 1.1,
  "e_tot_ev": -20474.3976,
  "smiles": "CC(=O)ON[N+](=O)C(=O)c1cnc[nH]1",
  "spin_multiplicity": 1,
  "orbital_gap_ev": 7.94
}

---

(3)
{
  "formula": "C9H11NO3",
  "method": "ωB97M-V/def2-TZVPD",
  "elements": ["C", "O", "N", "C", "C", "C", "C", "C", "C", "C", "H", "H", "H", "H", "H", "H", "H", "H", "H", "H", "H", "O", "C", "O"],
  "coordinates": [[1.82703, -2.59724, 0.73709], [2.16316, -1.49750, -0.07602], [1.05447, -0.95193, -0.90070], [1.16473, -1.31095, -2.33638], [0.41019, 0.10721, -0.37369], [-0.38968, 0.98060, -1.09411], [-0.98933, 2.06112, -0.48945], [-0.94111, 2.28390, 0.86166], [-0.18227, 1.38888, 1.67122], [0.45398, 0.30181, 0.98864], [2.81170, -3.17514, 0.80083], [0.98688, -3.12935, 0.40734], [1.61384, -2.24508, 1.74506], [0.30702, -0.71971, -2.69764], [2.25372, -1.11236, -2.61181], [1.11503, -2.45060, -2.45236], [-0.21288, 1.06430, -2.16431], [-1.66274, 2.58197, -1.09523], [-1.43571, 3.20594, 1.29307], [-0.26631, 1.58120, 2.76119], [1.22025, -0.31471, 1.48177], [-3.40626, 1.54957, 2.25037], [-3.69709, 1.31734, 1.15012], [-4.19861, 1.08074, 0.14336]],
  "forces_ev_per_a": [[2.403, 0.303, 1.020], [-1.192, 1.484, -2.141], [1.928, -3.043, 0.177], [1.503, -0.757, 2.166], [-0.814, 0.809, 0.475], [1.301, 0.441, -1.235], [-0.325, -0.968, 0.414], [0.346, 0.570, 1.643], [-0.759, 0.010, -1.685], [0.765, 1.133, 3.056], [-1.607, 0.295, -0.201], [-0.946, -1.040, -0.805], [-0.117, -0.033, 0.239], [0.889, -0.677, -1.063], [-1.652, 0.534, -0.453], [-0.653, 1.616, 0.124], [-0.733, -0.375, -0.051], [-0.569, 1.393, -0.873], [0.574, -1.393, -0.422], [0.775, -0.629, -0.824], [-0.895, 0.418, 0.286], [0.480, -0.048, -0.189], [-0.957, 0.168, 1.680], [0.252, -0.212, -1.339]],
  "fmax_ev_per_a": 3.6,
  "e_tot_ev": -17141.1191,
  "smiles": "CON(C)c1ccccc1.O=C=O",
  "spin_multiplicity": 1,
  "e_above_lowest_kcal_mol": 83.98,
  "orbital_gap_ev": 8.52
}

---

(4)
{
  "formula": "C10H38O9",
  "method": "ωB97M-V/def2-TZVPD",
  "elements": ["C", "C", "O", "H", "H", "H", "H", "H", "H", "C", "C", "O", "H", "H", "H", "H", "H", "H", "C", "C", "O", "H", "H", "H", "H", "H", "H", "C", "C", "O", "H", "H", "H", "H", "H", "H", "C", "C", "O", "H", "H", "H", "H", "H", "H", "O", "H", "H", "O", "H", "H", "O", "H", "H", "O", "H", "H"],
  "coordinates": [[-0.18729, -1.38014, 0.49504], [-0.90744, -0.73647, -0.70357], [-0.87671, 0.67604, -0.39081], [-0.26678, -2.46277, 0.39653], [-0.72154, -1.15345, 1.41769], [0.85838, -1.08325, 0.57589], [-1.93682, -1.09141, -0.65361], [-0.47942, -1.10595, -1.63544], [0.04938, 0.90809, -0.29023], [-2.99219, -0.72771, -5.92283], [-1.87130, -1.01012, -4.93906], [-1.28871, 0.24836, -4.54968], [-2.93896, 0.11796, -6.60848], [-3.81320, -0.38625, -5.29239], [-3.32220, -1.65713, -6.38689], [-1.13406, -1.62048, -5.46064], [-2.17925, -1.57161, -4.05702], [-1.86582, 0.79504, -4.01145], [2.86856, 0.51369, 3.94830], [1.59518, -0.14046, 4.36093], [1.04789, 0.66368, 5.36688], [2.69570, 1.37172, 3.29870], [3.46522, -0.10189, 3.27513], [3.57545, 0.87111, 4.69707], [1.66617, -1.15281, 4.75866], [0.98916, -0.19966, 3.45688], [0.95891, 1.53963, 4.98427], [2.86428, -1.67305, -1.46426], [3.71304, -1.94738, -2.74543], [4.91638, -1.24306, -2.81494], [1.98317, -2.30799, -1.37147], [2.44920, -0.66808, -1.54070], [3.45562, -1.82353, -0.56106], [3.16903, -1.70200, -3.65754], [3.86893, -3.00418, -2.96212], [5.52081, -1.68001, -3.41938], [-2.30334, -0.09987, 4.01074], [-3.63382, -0.00006, 4.78879], [-4.41265, 1.12971, 4.31892], [-1.65146, -0.90730, 4.34421], [-1.82212, 0.87745, 4.04754], [-2.59593, -0.24360, 2.97063], [-3.55140, -0.02630, 5.87536], [-4.21002, -0.90413, 4.59193], [-4.97084, 0.86184, 3.58526], [-1.92401, 2.03571, -2.62654], [-1.53911, 1.46913, -1.95793], [-1.76358, 2.92445, -2.30936], [1.56132, 1.73621, 0.51829], [2.46183, 1.55955, 0.79054], [1.63843, 2.03137, -0.38900], [1.68634, 2.27193, -2.09287], [2.36024, 1.97852, -2.70606], [1.01549, 2.67133, -2.64663], [-0.54951, 2.49669, 1.96637], [-1.07028, 1.76503, 1.63516], [0.34562, 2.29786, 1.69172]],
  "forces_ev_per_a": [[-0.539, -0.899, -0.499], [0.304, -0.204, 2.711], [-0.936, -0.573, -2.047], [0.360, -0.194, 0.001], [0.093, 0.323, -0.052], [-0.080, 0.014, -0.050], [-0.191, 0.420, -0.193], [0.342, 0.698, -0.418], [0.500, 0.135, 0.428], [-2.617, 1.290, 0.712], [2.097, -0.189, -0.049], [0.596, -2.462, -2.080], [1.006, -0.437, -0.308], [-0.396, -0.212, 0.029], [0.477, -0.021, -0.133], [0.559, 0.562, 0.207], [-0.595, 0.358, 0.226], [-1.138, 1.654, 1.682], [1.859, -0.054, -1.487], [0.321, 0.232, 0.148], [-1.002, -0.008, 0.397], [-0.513, 0.390, 0.176], [0.098, -0.516, 0.010], [-0.437, -0.308, 0.501], [0.349, 0.090, 0.076], [-0.562, -0.050, -0.039], [-0.192, 0.258, 0.153], [0.665, -0.001, -1.053], [-1.174, -0.858, -0.703], [0.559, 0.672, 0.855], [0.176, -0.381, -0.348], [0.313, 0.268, 0.354], [0.036, 0.275, -0.053], [-0.822, 0.523, 0.033], [0.232, -0.415, 0.871], [-0.033, -0.052, 0.037], [-0.989, 0.715, 0.281], [-0.409, -0.599, -1.021], [0.653, -0.250, 0.775], [-0.021, 0.121, 0.073], [0.344, -0.164, 0.174], [0.180, -0.235, -0.202], [0.260, 0.819, -0.050], [-0.092, -0.220, -0.133], [0.092, -0.186, 0.070], [-0.210, -0.426, -1.319], [0.351, -0.403, 1.381], [-0.158, 0.365, -0.035], [0.190, -0.462, 0.431], [0.269, -0.161, 0.235], [0.211, 0.503, -0.680], [-0.170, -0.092, -0.225], [0.416, -0.116, -0.076], [-0.229, 0.252, -0.060], [-0.492, 0.399, 0.539], [-0.169, -0.175, -0.050], [0.259, -0.010, -0.201]],
  "total_charge": 1,
  "fmax_ev_per_a": 3.3,
  "e_tot_ev": -29401.9874,
  "s2": 0.7542,
  "spin_multiplicity": 2,
  "e_above_lowest_kcal_mol": 11.95,
  "orbital_gap_ev": [8.49, 1.75]
}